A cluster of 3 separate species, C51H60ClF3IN2O10Si in total at a distorted geometry. Source: the Open Molecules 2025 dataset; level of theory: ωB97M-V/def2-TZVPD.

The HOMO energy comes out at -11.1283 eV. As for the total energy: -113964.3291 eV. As for the spin multiplicity: 1. The charge is +1.

Bonds (Å) are listed after each position.
Cartesian coordinates (Å):
1 C 0.090 -1.773 3.720  C2 1.515, H38 1.088, H39 1.091, H40 1.086
2 C 1.595 -1.799 3.548  C1 1.515, N3 1.477, H41 1.089, H42 1.095
3 N 2.137 -0.496 3.113  C2 1.477, C4 1.430, H43 1.011
4 C 1.788 -0.141 1.773  N3 1.430, O5 1.415, C31 1.536, H44 1.094
5 O 0.969 1.012 1.835  C4 1.415, C6 1.403
6 C 0.534 1.667 0.673  O5 1.403, C7 1.562, O11 1.382, C17 1.574
7 C 1.092 3.121 0.793  C6 1.562, C8 1.502, H45 1.087, H46 1.086
8 C 0.249 4.257 0.286  C7 1.502, O9 1.190, Cl10 1.740
9 O 0.539 4.905 -0.670  C8 1.190
10 Cl -1.135 4.682 1.252  C8 1.740
11 O -0.846 1.718 0.620  C6 1.382, C12 1.437
12 C -1.623 0.883 1.493  O11 1.437, C13 1.504, H47 1.091, H48 1.086
13 C -1.898 1.439 2.864  C12 1.504, O14 1.405, H49 1.092, H50 1.099
14 O -2.920 2.400 2.793  C13 1.405, C15 1.417
15 C -2.905 3.329 3.864  O14 1.417, C16 1.513, H51 1.094, H52 1.096
16 C -3.990 4.359 3.643  C15 1.513, H53 1.085, H54 1.088, H55 1.089
17 C 1.060 1.022 -0.662  C6 1.574, I18 2.213, C19 1.524, N26 1.563
18 I -0.163 -0.761 -1.135  C17 2.213
19 C 0.876 1.943 -1.862  C17 1.524, C20 1.530, H56 1.088, H57 1.084
20 C -0.540 2.394 -2.225  C19 1.530, O21 1.424, H58 1.085, H59 1.092
21 O -0.327 3.402 -3.208  C20 1.424, Si22 1.681
22 Si -1.568 3.670 -4.309  O21 1.681, C23 1.881, C24 1.868, C25 1.852
23 C -1.559 2.241 -5.533  Si22 1.881, H60 1.090, H61 1.089, H62 1.088
24 C -3.186 3.815 -3.386  Si22 1.868, H63 1.089, H64 1.091, H65 1.088
25 C -1.184 5.256 -5.184  Si22 1.852, H66 1.089, H67 1.090, H68 1.089
26 N 2.495 0.416 -0.531  C17 1.563, C27 1.506, C31 1.564, H69 1.030
27 C 3.537 0.931 -1.489  N26 1.506, F28 1.301, F29 1.300, F30 1.309
28 F 3.654 2.223 -1.396  C27 1.301
29 F 3.195 0.573 -2.692  C27 1.300
30 F 4.677 0.360 -1.193  C27 1.309
31 C 3.031 0.115 0.907  C4 1.536, N26 1.564, O32 1.408, C33 1.536
32 O 3.577 -1.174 0.754  C31 1.408, H70 0.964
33 C 4.075 1.086 1.478  C31 1.536, C34 1.541, H71 1.091, H72 1.085
34 C 3.676 2.155 2.513  C33 1.541, C35 1.541, H73 1.088, H74 1.084
35 C 4.875 2.510 3.414  C34 1.541, C36 1.525, C37 1.526, H75 1.093
36 C 5.107 1.458 4.494  C35 1.525, H76 1.090, H77 1.089, H78 1.091
37 C 6.148 2.836 2.638  C35 1.526, H79 1.085, H80 1.090, H81 1.094
38 H -0.223 -2.702 4.192  C1 1.088
39 H -0.409 -1.744 2.751  C1 1.091
40 H -0.214 -0.934 4.339  C1 1.086
41 H 2.062 -2.035 4.503  C2 1.089
42 H 1.897 -2.596 2.859  C2 1.095
43 H 3.141 -0.541 3.228  N3 1.011
44 H 1.273 -0.988 1.308  C4 1.094
45 H 1.258 3.273 1.856  C7 1.087
46 H 2.051 3.206 0.290  C7 1.086
47 H -2.587 0.786 0.992  C12 1.091
48 H -1.224 -0.124 1.570  C12 1.086
49 H -0.996 1.819 3.349  C13 1.092
50 H -2.237 0.582 3.462  C13 1.099
51 H -3.031 2.814 4.822  C15 1.094
52 H -1.932 3.834 3.887  C15 1.096
53 H -4.912 3.901 3.299  C16 1.085
54 H -4.151 4.901 4.573  C16 1.088
55 H -3.662 5.093 2.908  C16 1.089
56 H 1.453 2.861 -1.769  C19 1.088
57 H 1.238 1.463 -2.765  C19 1.084
58 H -1.104 2.810 -1.396  C20 1.085
59 H -1.106 1.571 -2.665  C20 1.092
60 H -0.763 1.549 -5.257  C23 1.090
61 H -1.363 2.613 -6.537  C23 1.089
62 H -2.516 1.723 -5.544  C23 1.088
63 H -3.514 2.865 -2.966  C24 1.089
64 H -3.061 4.526 -2.569  C24 1.091
65 H -3.948 4.194 -4.064  C24 1.088
66 H -1.066 6.090 -4.493  C25 1.089
67 H -2.000 5.481 -5.871  C25 1.090
68 H -0.264 5.176 -5.760  C25 1.089
69 H 2.351 -0.547 -0.867  N26 1.030
70 H 4.520 -1.124 0.561  O32 0.964
71 H 4.802 0.438 1.970  C33 1.091
72 H 4.647 1.591 0.706  C33 1.085
73 H 3.400 3.071 1.995  C34 1.088
74 H 2.871 1.818 3.156  C34 1.084
75 H 4.580 3.427 3.929  C35 1.093
76 H 5.800 1.855 5.236  C36 1.090
77 H 4.182 1.231 5.022  C36 1.089
78 H 5.564 0.547 4.105  C36 1.091
79 H 6.838 3.421 3.237  C37 1.085
80 H 6.644 1.938 2.269  C37 1.090
81 H 5.902 3.440 1.760  C37 1.094
82 C -5.581 -5.126 5.214  C83 1.391, C87 1.384, H98 1.082
83 C -6.305 -5.622 6.292  C82 1.391, C84 1.384, H99 1.082
84 C -5.765 -5.589 7.567  C83 1.384, C85 1.388, H100 1.081
85 C -4.495 -5.068 7.767  C84 1.388, C86 1.397, C96 1.492
86 C -3.760 -4.583 6.682  C85 1.397, C87 1.389, C88 1.489
87 C -4.312 -4.609 5.408  C82 1.384, C86 1.389, H101 1.081
88 C -2.382 -4.050 6.865  C86 1.489, O89 1.216, C90 1.490
89 O -1.746 -3.620 5.922  C88 1.216
90 C -1.803 -4.065 8.238  C88 1.490, C91 1.389, C95 1.396
91 C -0.503 -3.617 8.430  C90 1.389, C92 1.384, H102 1.081
92 C 0.048 -3.613 9.699  C91 1.384, C93 1.391, H103 1.082
93 C -0.701 -4.051 10.786  C92 1.391, C94 1.384, H104 1.082
94 C -1.997 -4.501 10.602  C93 1.384, C95 1.388, H105 1.081
95 C -2.550 -4.516 9.328  C90 1.396, C94 1.388, C96 1.492
96 C -3.940 -5.029 9.151  C85 1.492, C95 1.492, O97 1.211
97 O -4.594 -5.403 10.099  C96 1.211
98 H -6.009 -5.147 4.220  C82 1.082
99 H -7.294 -6.033 6.137  C83 1.082
100 H -6.321 -5.967 8.413  C84 1.081
101 H -3.739 -4.225 4.576  C87 1.081
102 H 0.070 -3.276 7.579  C91 1.081
103 H 1.063 -3.268 9.846  C92 1.082
104 H -0.271 -4.042 11.778  C93 1.082
105 H -2.587 -4.847 11.438  C94 1.081
106 C 2.639 -1.716 -7.010  C107 1.391, C111 1.384, H122 1.082
107 C 1.673 -0.805 -6.593  C106 1.391, C108 1.383, H123 1.083
108 C 0.612 -0.487 -7.422  C107 1.383, C109 1.388, H124 1.081
109 C 0.517 -1.070 -8.678  C108 1.388, C110 1.394, C120 1.493
110 C 1.493 -1.972 -9.103  C109 1.394, C111 1.389, C112 1.494
111 C 2.549 -2.298 -8.262  C106 1.384, C110 1.389, H125 1.081
112 C 1.431 -2.588 -10.462  C110 1.494, O113 1.211, C114 1.490
113 O 2.275 -3.378 -10.823  C112 1.211
114 C 0.303 -2.194 -11.353  C112 1.490, C115 1.389, C119 1.398
115 C 0.247 -2.717 -12.638  C114 1.389, C116 1.384, H126 1.081
116 C -0.799 -2.374 -13.477  C115 1.384, C117 1.391, H127 1.082
117 C -1.796 -1.511 -13.036  C116 1.391, C118 1.384, H128 1.082
118 C -1.744 -0.985 -11.757  C117 1.384, C119 1.389, H129 1.081
119 C -0.694 -1.318 -10.913  C114 1.398, C118 1.389, C120 1.489
120 C -0.644 -0.721 -9.549  C109 1.493, C119 1.489, O121 1.213
121 O -1.513 0.026 -9.153  C120 1.213
122 H 3.465 -1.968 -6.359  C106 1.082
123 H 1.750 -0.342 -5.617  C107 1.083
124 H -0.148 0.216 -7.110  C108 1.081
125 H 3.294 -3.004 -8.601  C111 1.081
126 H 1.025 -3.390 -12.970  C115 1.081
127 H -0.839 -2.778 -14.480  C116 1.082
128 H -2.614 -1.249 -13.693  C117 1.082
129 H -2.513 -0.311 -11.404  C118 1.081